Entry from OMol25: a molecular structure, C26H22B3F2NaO34 at a distorted geometry (ωB97M-V/def2-TZVPD).

Gap between HOMO and LUMO in eV: 5.647
Highest occupied orbital energy in eV: -5.2
Charge: -2
Multiplicity: 1

Last column: Löwdin charge in e.
Geometry (Å):
Na 1.187 -0.615 -1.344  0.949
O -2.240 -7.633 6.401  0.109
C -2.509 -6.717 5.633  -0.366
O -2.053 -5.490 5.592  0.247
B -2.716 -4.728 4.537  -0.900
O -3.629 -5.670 3.871  0.223
C -3.567 -6.850 4.473  -0.351
O -4.149 -7.868 4.099  0.092
O -1.664 -4.102 3.757  0.231
C -1.785 -2.764 3.854  -0.372
O -1.075 -2.009 3.259  0.140
C -2.904 -2.454 4.855  -0.402
O -3.485 -3.586 5.100  0.237
O -3.133 -1.323 5.252  0.118
O 5.009 -4.987 4.063  0.096
C 4.808 -3.898 4.634  -0.377
O 4.932 -3.687 5.921  0.252
B 4.558 -2.322 6.237  -0.854
O 4.219 -1.736 4.911  0.224
C 4.338 -2.669 3.958  -0.334
O 4.117 -2.463 2.733  0.067
O 5.743 -1.643 6.827  0.212
C 5.467 -1.338 8.096  -0.330
O 6.325 -0.861 8.863  0.083
C 3.964 -1.727 8.357  -0.388
O 3.454 -2.178 7.229  0.232
O 3.406 -1.582 9.419  0.123
O 8.164 2.762 -0.639  0.082
C 7.877 3.126 0.518  -0.356
O 8.628 3.597 1.482  0.245
B 7.787 3.775 2.681  -0.822
O 6.458 3.255 2.351  0.232
C 6.432 2.915 1.062  -0.366
O 5.444 2.585 0.440  0.111
O 7.812 5.140 3.249  0.208
C 8.188 5.120 4.536  -0.328
O 8.208 6.087 5.312  0.091
C 8.464 3.617 4.862  -0.430
O 8.223 2.902 3.848  0.237
O 8.857 3.204 5.956  0.099
C -3.838 -5.566 -5.020  -0.051
C -4.154 -5.776 -3.544  -0.307
O -2.891 -5.677 -2.848  0.169
C -2.024 -5.052 -3.607  -0.528
O -0.945 -4.648 -3.230  0.153
O -2.602 -4.810 -4.861  0.043
F -4.727 -6.962 -3.391  0.097
H -4.654 -4.990 -5.455  0.128
H -3.881 -6.453 -5.651  0.134
H -4.892 -5.014 -3.292  0.170
C -7.513 0.700 -0.810  -0.068
C -7.574 0.314 -2.280  -0.387
O -6.386 -0.319 -2.523  0.140
C -5.504 -0.022 -1.521  -0.446
O -4.284 -0.275 -1.567  0.123
O -6.127 0.744 -0.576  0.087
F -7.698 1.417 -2.999  0.100
H -8.033 -0.012 -0.170  0.142
H -7.976 1.680 -0.700  0.144
H -8.413 -0.355 -2.471  0.169
O 1.793 0.765 -5.519  0.010
C 1.556 1.844 -6.174  -0.381
O 0.727 2.007 -7.280  -0.036
C 0.023 0.913 -7.835  -0.233
C -1.401 0.840 -7.234  -0.057
C 2.144 3.190 -5.649  0.019
H 0.531 -0.036 -7.664  0.116
H 0.016 1.012 -8.921  0.116
H -1.285 0.566 -6.186  0.073
H -2.057 0.135 -7.746  0.073
H -1.912 1.803 -7.238  0.072
H 1.660 3.464 -4.711  0.082
H 1.958 4.004 -6.349  0.074
H 3.208 3.177 -5.413  0.087
O -0.809 3.838 -1.474  0.048
C -1.647 4.553 -0.910  -0.456
O -2.554 5.313 -1.598  -0.025
C -2.984 5.029 -2.913  -0.257
C -2.428 6.035 -3.893  -0.067
C -1.491 4.839 0.613  0.035
H -4.067 5.118 -2.825  0.118
H -2.803 4.023 -3.290  0.119
H -2.731 5.892 -4.930  0.078
H -1.346 6.073 -3.764  0.081
H -2.797 7.007 -3.567  0.075
H -2.276 5.478 1.018  0.079
H -0.477 5.203 0.777  0.093
H -1.596 3.806 0.944  0.088


Entry from OMol25: a molecular structure, C26H22LuN2O3P at a distorted geometry (ωB97M-V/def2-TZVPD).

Gap between HOMO and LUMO in eV: 8.064
Highest occupied orbital energy in eV: -7.9
Multiplicity: 1

Last column: Löwdin charge in e.
Geometry (Å):
Lu -0.190 0.522 -2.106  1.661
N -2.760 0.730 -2.247  -0.028
C -2.781 2.212 -2.241  -0.181
C -1.429 2.665 -1.723  -0.649
O -1.171 2.512 -0.497  -0.088
N -0.492 2.786 -2.674  -0.052
C 0.846 3.209 -2.155  -0.138
C 1.796 2.133 -1.626  -0.630
O 3.105 2.602 -1.551  0.020
O 1.780 1.004 -2.453  -0.278
H -3.407 0.321 -2.897  0.088
H -2.931 0.332 -1.332  0.073
H -3.558 2.641 -1.616  0.115
H -2.894 2.552 -3.263  0.112
H 0.744 3.968 -1.377  0.127
H 1.389 3.632 -2.995  0.123
C 4.203 0.980 -0.120  -0.005
C 3.262 2.140 -0.176  -0.216
C 1.780 1.789 -0.065  -0.145
C 1.405 0.368 0.285  -0.367
C 2.340 -0.595 0.247  -0.046
C 3.770 -0.272 0.026  -0.045
P -0.357 0.008 0.536  1.033
C -0.655 0.664 2.194  -0.359
C 0.339 0.648 3.183  -0.080
C 0.091 1.198 4.433  -0.074
C -1.159 1.744 4.725  -0.078
C -2.151 1.732 3.754  -0.074
C -1.890 1.207 2.492  -0.090
C -0.522 -1.776 0.608  -0.336
C -0.709 -2.421 1.799  -0.075
C -0.948 -3.820 1.840  -0.072
C -0.968 -4.527 0.674  -0.038
C -0.736 -3.888 -0.572  -0.176
C -0.724 -4.666 -1.771  -0.047
C -0.483 -4.049 -2.959  -0.098
C -0.304 -2.641 -3.010  -0.156
C -0.343 -1.826 -1.896  -0.222
C -0.530 -2.497 -0.639  -0.231
H 5.264 1.177 -0.245  0.114
H 3.591 2.966 0.451  0.146
H 1.215 2.523 0.486  0.133
H 2.056 -1.642 0.385  0.114
H 4.498 -1.078 -0.012  0.104
H 1.315 0.232 2.949  0.110
H 0.888 1.212 5.166  0.104
H -1.352 2.183 5.699  0.105
H -3.104 2.194 3.956  0.102
H -2.645 1.273 1.724  0.098
H -0.704 -1.868 2.732  0.097
H -1.123 -4.309 2.786  0.099
H -1.153 -5.598 0.672  0.111
H -0.889 -5.743 -1.713  0.110
H -0.477 -4.632 -3.875  0.098
H -0.141 -2.213 -3.997  0.076


Entry from OMol25: a single C26H22N2O6 molecule at a distorted geometry (ωB97M-V/def2-TZVPD).

SMILES: Cc1ccc([C@@H](NC(=O)/C=C\c2ccc3c(c2)OCO3)C(=O)Nc2ccc3c(c2)OCO3)cc1
Gap between HOMO and LUMO in eV: 8.552
Highest occupied orbital energy in eV: -7.9
Multiplicity: 1

Last column: Löwdin charge in e.
Geometry (Å):
C -5.945 -4.041 1.102  -0.053
C -4.966 -2.995 0.667  -0.281
C -4.640 -2.837 -0.674  -0.041
C -3.752 -1.857 -1.078  -0.024
C -3.171 -1.009 -0.146  -0.171
C -2.196 0.064 -0.577  -0.179
N -2.594 1.388 -0.155  0.126
C -2.895 2.366 -1.046  -0.513
O -3.241 2.142 -2.188  0.065
C -2.760 3.731 -0.462  0.009
C -1.600 4.169 0.026  -0.042
C -0.345 3.410 -0.013  -0.230
C 0.017 2.699 -1.154  -0.030
C 1.196 1.964 -1.223  0.014
C 1.998 1.958 -0.108  -0.204
C 1.652 2.678 1.037  -0.193
C 0.501 3.419 1.106  0.059
O 2.629 2.520 1.981  0.047
C 3.598 1.675 1.401  -0.151
O 3.200 1.335 0.089  0.033
C -0.849 -0.220 0.105  -0.417
O -0.595 0.253 1.193  0.084
N -0.034 -1.038 -0.600  0.156
C 1.277 -1.408 -0.259  -0.224
C 1.705 -1.443 1.061  -0.011
C 3.013 -1.794 1.385  0.003
C 3.863 -2.100 0.353  -0.208
C 3.430 -2.078 -0.975  -0.199
C 2.144 -1.744 -1.308  0.068
O 4.462 -2.433 -1.797  0.041
C 5.572 -2.653 -0.952  -0.156
O 5.183 -2.466 0.392  0.035
C -3.491 -1.161 1.197  -0.016
C -4.379 -2.142 1.595  -0.033
H -5.702 -4.412 2.095  0.076
H -6.949 -3.617 1.138  0.085
H -5.958 -4.876 0.405  0.075
H -5.088 -3.487 -1.411  0.111
H -3.520 -1.742 -2.127  0.114
H -2.112 0.075 -1.669  0.149
H -2.223 1.649 0.750  0.137
H -3.638 4.359 -0.487  0.112
H -1.542 5.149 0.482  0.115
H -0.624 2.738 -2.021  0.121
H 1.477 1.426 -2.113  0.122
H 0.245 3.968 1.997  0.130
H 4.567 2.198 1.365  0.142
H 3.699 0.758 2.001  0.126
H -0.319 -1.281 -1.538  0.152
H 1.017 -1.179 1.845  0.112
H 3.344 -1.831 2.410  0.123
H 1.820 -1.731 -2.336  0.127
H 6.375 -1.943 -1.206  0.140
H 5.940 -3.682 -1.089  0.141
H -3.035 -0.514 1.930  0.115
H -4.620 -2.251 2.643  0.112